No. 1
A structure of composition C30H24Cl2N2NiO6P, computed with wB97M-V/def2-TZVPD.

Geometry (Å):
Ni  0.2871  0.1383  1.0094
O  0.3515  -3.7171  0.4289
C  0.0031  -2.6359  -0.0539
O  -0.5847  -1.7018  0.5803
C  0.2658  -2.4196  -1.5441
C  0.5650  -3.5655  -2.2803
C  0.7860  -3.5112  -3.6442
C  0.7211  -2.2877  -4.2949
C  0.4371  -1.1420  -3.5722
C  0.2026  -1.1799  -2.1964
P  -0.2006  0.3939  -1.3017
C  0.7048  1.6572  -2.2524
C  0.3471  2.1789  -3.4928
C  1.1377  3.1377  -4.1097
C  2.2944  3.5900  -3.4901
C  2.6492  3.0902  -2.2452
C  1.8538  2.1383  -1.6250
C  -1.9736  0.5500  -1.7237
C  -2.7885  -0.5667  -1.5396
C  -4.1502  -0.4908  -1.7869
C  -4.7180  0.7006  -2.2160
C  -3.9163  1.8204  -2.3801
C  -2.5531  1.7492  -2.1283
H  0.6197  -4.4999  -1.7384
H  1.0086  -4.4157  -4.1975
H  0.8906  -2.2222  -5.3629
H  0.4071  -0.1953  -4.0932
H  -0.5516  1.8355  -3.9910
H  0.8450  3.5346  -5.0742
H  2.9062  4.3455  -3.9679
H  3.5330  3.4594  -1.7408
H  2.1027  1.7943  -0.6272
H  -2.3577  -1.4908  -1.1768
H  -4.7698  -1.3648  -1.6280
H  -5.7837  0.7628  -2.3989
H  -4.3528  2.7651  -2.6792
H  -1.9538  2.6462  -2.1904
O  1.7540  2.7902  3.7146
C  1.3238  1.8562  3.0417
O  1.3581  1.7058  1.7827
C  0.6850  0.6890  3.8048
C  0.6422  0.6460  5.1903
C  0.0728  -0.4589  5.7987
C  -0.4374  -1.4836  5.0110
C  -0.3575  -1.3649  3.6337
N  0.1952  -0.2986  3.0614
H  1.0522  1.4806  5.7406
H  0.0228  -0.5248  6.8791
H  -0.8942  -2.3593  5.4518
H  -0.7351  -2.1156  2.9497
C  2.7472  -3.5214  3.0743
C  3.6125  -2.6471  2.1606
C  2.8238  -1.6666  1.4125
N  2.1958  -0.8856  0.8561
H  3.3492  -4.3490  3.4503
H  1.8873  -3.9055  2.5315
H  2.3864  -2.9401  3.9231
H  4.1532  -3.2495  1.4288
H  4.3525  -2.0894  2.7369
Cl  -4.1786  2.1733  1.9164
C  -2.7284  3.1572  1.5871
Cl  -3.1799  4.5993  0.6513
C  -1.5960  2.3287  0.9189
O  -0.9538  2.8461  0.0128
O  -1.4487  1.1950  1.4561
H  -2.3691  3.5110  2.5489

Values from the calculation:
expectation value of S²: 2.006
multiplicity: 3
LUMO (alpha / beta): 2.6 / 2.6 eV
charge: -1
relative energy (zero: lowest compared OMol25 entry of this formula, charge and spin): 0.0 kcal per mole
HOMO-LUMO gap (alpha / beta): 7.84 / 8.61 eV
E_HOMO (alpha / beta): -0.19203 / -0.22042 hartree



No. 2
A structure of composition C30H24Cl6GaN4O5S2, computed with wB97M-V/def2-TZVPD.

Geometry (Å):
Ga  0.5784  -0.7502  0.6892
C  -4.2871  0.7525  -6.3062
C  -3.4110  0.2698  -5.1795
C  -3.4807  -1.0494  -4.7442
C  -2.6630  -1.5180  -3.7275
C  -1.7552  -0.6358  -3.1540
C  -1.6661  0.6949  -3.5643
C  -2.4966  1.1345  -4.5734
S  -0.7153  -1.1924  -1.8840
O  -1.1584  -2.5140  -1.4951
O  0.6730  -1.0134  -2.2435
N  -0.8835  -0.1413  -0.6177
C  -1.9142  -0.5042  0.3269
C  -3.2834  -0.4108  0.1753
C  -4.0635  -0.9076  1.2087
C  -3.4672  -1.4503  2.3448
C  -2.0933  -1.4649  2.4318
N  -1.3444  -0.9761  1.4370
H  -5.1930  0.1538  -6.3922
H  -3.7540  0.6829  -7.2582
H  -4.5733  1.7947  -6.1672
H  -4.1896  -1.7251  -5.2085
H  -2.7222  -2.5426  -3.3858
H  -0.9485  1.3689  -3.1080
H  -2.4332  2.1647  -4.9073
H  -3.7093  0.0054  -0.7278
H  -5.1443  -0.8817  1.1281
H  -4.0611  -1.8440  3.1564
H  -1.5631  -1.8418  3.2971
Cl  1.5096  2.3903  -5.7536
C  1.5087  3.2049  -4.2241
C  1.9023  2.5248  -3.0851
C  1.8946  3.2028  -1.8780
C  1.5131  4.5391  -1.7595
C  1.4822  5.2412  -0.4141
C  0.4851  4.6628  0.5791
N  0.7768  3.3222  1.1065
C  1.5025  3.0169  2.2481
C  1.5815  1.6660  2.3021
N  0.8963  1.1475  1.2072
C  0.4145  2.1741  0.5306
O  2.7296  5.5028  0.2122
C  3.7769  4.5438  0.3866
C  4.6249  4.3958  -0.8433
C  5.2389  3.2578  -1.2549
Cl  5.1951  1.7250  -0.4701
S  6.1343  3.4488  -2.6947
C  5.7203  5.1056  -2.7668
C  4.9345  5.4815  -1.7251
C  1.1136  5.1755  -2.9334
Cl  0.6043  6.8418  -2.9394
C  1.1116  4.5266  -4.1593
H  2.2249  1.4909  -3.1432
H  2.2230  2.6622  -0.9997
H  1.0847  6.2385  -0.5734
H  -0.4963  4.6186  0.1059
H  0.4284  5.3392  1.4289
H  1.9014  3.7847  2.8916
H  2.0625  1.0307  3.0254
H  -0.1663  2.1029  -0.3735
H  3.4305  3.5726  0.7514
H  4.3792  4.9801  1.1812
H  6.0919  5.7174  -3.5765
H  4.5534  6.4860  -1.5852
H  0.8082  5.0550  -5.0525
Cl  1.2897  -3.2785  0.2918
C  2.8031  -2.5654  0.9784
Cl  3.1049  -1.0689  -0.0340
Cl  4.1300  -3.6418  0.9299
C  2.4233  -2.0220  2.3930
O  3.0858  -2.2984  3.3461
O  1.3477  -1.2708  2.3393

Values from the calculation:
multiplicity: 1
LUMO: -3.1 eV
charge: +1
relative energy (zero: lowest compared OMol25 entry of this formula, charge and spin): 7.6 kcal per mole
HOMO-LUMO gap: 7.87 eV
E_HOMO: -0.40388 hartree



No. 3
A structure of composition C30H24F5N5PtS4, computed with wB97M-V/def2-TZVPD.

Geometry (Å):
Pt  0.3934  0.8082  0.5143
C  0.4347  -1.3533  4.2542
C  -0.9082  -1.6561  4.5025
C  -1.8564  -1.0819  3.7050
C  -1.4798  -0.1959  2.6590
N  -0.1486  -0.0146  2.3491
C  0.7513  -0.5555  3.1755
N  -2.4624  0.4930  2.1169
C  -2.3692  1.5300  1.3130
N  -1.2612  1.8492  0.5685
C  -1.5192  2.9967  -0.1405
N  -0.6798  3.5507  -0.9811
C  0.3756  3.0141  -1.5547
C  1.0086  3.8206  -2.5374
C  1.9998  3.3103  -3.3263
C  2.3630  1.9714  -3.1393
C  1.7601  1.2485  -2.1328
N  0.8118  1.7271  -1.3163
C  -2.8386  3.4495  0.1656
C  -3.5883  4.5340  -0.2818
C  -4.8659  4.6769  0.2218
C  -5.3944  3.7660  1.1496
C  -4.6656  2.6815  1.5989
C  -3.3863  2.5061  1.0804
H  1.2143  -1.7431  4.8872
H  -1.1803  -2.2967  5.3262
H  -2.9117  -1.2182  3.8760
H  1.7920  -0.3324  2.9697
H  0.6398  4.8256  -2.6476
H  2.4891  3.9212  -4.0679
H  3.1237  1.5155  -3.7506
H  2.0541  0.2164  -1.9694
H  -3.1613  5.2439  -0.9711
H  -5.4715  5.5146  -0.0883
H  -6.3988  3.9157  1.5143
H  -5.0695  1.9824  2.3137
C  -2.3478  -3.9929  -0.1551
C  -3.0328  -2.6418  -0.2847
S  -2.0402  -1.2329  -0.8823
C  -1.5536  -1.7757  -2.5586
C  -0.3030  -2.6496  -2.5287
S  0.4506  -2.4878  -0.8562
C  1.2793  -4.0854  -0.5100
C  0.2668  -5.0194  0.1276
S  -0.9546  -3.9883  1.0336
H  -1.9750  -4.3504  -1.1114
H  -3.0844  -4.7068  0.2180
H  -3.4094  -2.3086  0.6808
H  -3.8710  -2.7416  -0.9747
H  -1.3844  -0.8482  -3.1018
H  -2.4047  -2.2842  -3.0047
H  0.4487  -2.3053  -3.2391
H  -0.5250  -3.6937  -2.7357
H  2.0625  -3.8075  0.1951
H  1.7358  -4.4914  -1.4099
H  0.7275  -5.6948  0.8503
H  -0.2729  -5.6170  -0.6053
F  7.5780  1.4952  -0.5169
C  6.3649  1.0263  -0.2988
C  6.1588  -0.3541  -0.2049
F  7.1698  -1.1901  -0.3636
C  4.8809  -0.8410  0.0362
F  4.6541  -2.1540  0.0990
C  3.7973  0.0292  0.2144
S  2.2384  -0.6543  0.5403
C  4.0233  1.4036  0.1281
F  2.9822  2.2284  0.3420
C  5.2846  1.9057  -0.1613
F  5.4609  3.2087  -0.3170

Values from the calculation:
multiplicity: 1
LUMO (alpha / beta): -9.5 / -9.5 eV
charge: +2
relative energy (zero: lowest compared OMol25 entry of this formula, charge and spin): 55.2 kcal per mole
HOMO-LUMO gap (alpha / beta): 3.55 / 3.57 eV
E_HOMO (alpha / beta): -0.47926 / -0.47962 hartree



No. 4
A structure of composition C30H24FeN4O4S2, computed with wB97M-V/def2-TZVPD.

Geometry (Å):
Fe  -0.4469  0.2759  0.3401
C  -3.4236  0.4458  -0.4152
C  -2.7578  0.0904  0.8802
N  -2.1631  1.0503  1.5224
N  -1.8815  0.8796  2.8669
C  -0.6597  1.1154  3.1717
S  0.5997  1.3493  2.0004
S  -0.2536  1.1530  4.9056
C  0.0108  -0.6407  5.1772
C  1.4199  -1.1263  4.9816
C  1.8459  -1.5900  3.7389
C  3.1498  -2.0357  3.5708
C  4.0429  -2.0237  4.6335
C  3.6229  -1.5666  5.8755
C  2.3188  -1.1240  6.0448
C  -2.8297  -1.2810  1.4184
C  -4.0138  -1.9928  1.5499
C  -4.0193  -3.2628  2.1063
C  -2.8095  -3.8232  2.5130
C  -1.6157  -3.1463  2.3517
C  -1.5934  -1.8596  1.7846
O  -0.4566  -1.2469  1.5714
H  -3.0117  1.3770  -0.8008
H  -4.4928  0.5849  -0.2234
H  -3.2995  -0.3539  -1.1432
H  -0.6877  -1.1651  4.5261
H  -0.3050  -0.8057  6.2084
H  1.1519  -1.5971  2.9067
H  3.4625  -2.3962  2.5979
H  5.0598  -2.3713  4.4972
H  4.3102  -1.5566  6.7130
H  1.9923  -0.7680  7.0164
H  -4.9445  -1.5341  1.2333
H  -4.9465  -3.8077  2.2259
H  -2.8004  -4.8173  2.9462
H  -0.6689  -3.5968  2.6258
O  -1.3590  4.1596  -1.6282
C  -0.0558  4.4705  -1.8486
C  0.2797  5.7411  -2.3216
C  1.5933  6.0889  -2.5664
C  2.6033  5.1630  -2.3439
C  2.2711  3.9050  -1.8759
C  0.9534  3.5286  -1.6157
C  0.6960  2.1596  -1.0830
O  -0.5119  1.8118  -0.7881
N  1.7265  1.3664  -0.9496
N  1.2274  0.1417  -0.5137
C  1.8713  -0.9264  -0.7722
C  1.1894  -2.2041  -0.7451
C  1.8969  -3.4048  -0.7079
C  1.2542  -4.6205  -0.8285
C  -0.1289  -4.6252  -1.0287
C  -0.8476  -3.4519  -1.0990
C  -0.2235  -2.1968  -0.9401
O  -0.9342  -1.1013  -1.0105
H  -1.8883  4.9445  -1.8013
H  -0.5159  6.4591  -2.4954
H  1.8252  7.0822  -2.9304
H  3.6377  5.4199  -2.5292
H  3.0378  3.1665  -1.6870
H  2.8753  -0.8224  -1.1795
H  2.9743  -3.3684  -0.5797
H  1.8081  -5.5484  -0.7771
H  -0.6525  -5.5703  -1.1221
H  -1.9221  -3.4585  -1.2355

Values from the calculation:
expectation value of S²: 0.772
multiplicity: 2
LUMO (alpha / beta): 2.6 / 2.6 eV
charge: -1
relative energy (zero: lowest compared OMol25 entry of this formula, charge and spin): 34.6 kcal per mole
HOMO-LUMO gap (alpha / beta): 7.36 / 7.34 eV
E_HOMO (alpha / beta): -0.17510 / -0.17429 hartree



What is the multiplicity in the fourth record?
2